--- 1 ---
An isolated molecule of C6H9NO. Source: OMol25; level of theory: ωB97M-V/def2-TZVPD.

Computed properties:
E_LUMO, eV: 0.85
Highest occupied orbital energy, eV: -9.81

Geometry as ORCA input:
```
! RIJCOSX wB97M-V def2-TZVPD def2/J DEFGRID3
* xyz 0 1
C 2.4694 0.2798 0.0083
C 1.3166 0.4377 0.6383
C 0.2223 1.2537 1.2159
C 0.1959 -0.2749 1.3603
C -0.7702 -1.1233 0.4767
C -1.1254 -0.3454 -0.7294
N -0.4662 -0.7488 -1.9098
O -1.8908 0.6474 -0.7149
H 2.9653 -0.7058 -0.1346
H 3.1461 1.1787 -0.3045
H -0.5706 1.6931 0.6009
H 0.4960 1.8023 2.1072
H 0.3735 -0.6866 2.3281
H -0.1958 -2.0645 0.1671
H -1.7909 -1.3033 0.8289
H -0.2891 0.0279 -2.5845
H 0.4027 -1.2448 -1.7421
*
```

Want to see where the charge sits? The Löwdin charges in e are: number 1, C, carries 0.026; number 2, C, carries -0.270; number 3, C, carries -0.047; number 4, C, carries -0.187; number 5, C, carries -0.085; number 6, C, carries -0.528; number 7, N, carries 0.136; number 8, O, carries 0.012; number 9, H, carries 0.061; number 10, H, carries 0.090; number 11, H, carries 0.098; number 12, H, carries 0.105; number 13, H, carries 0.121; number 14, H, carries 0.139; number 15, H, carries 0.127; number 16, H, carries 0.124; number 17, H, carries 0.078

---

--- 2 ---
An isolated molecule of C6H9NO. Source: OMol25; level of theory: ωB97M-V/def2-TZVPD.

Computed properties:
E_LUMO, eV: 0.62
Highest occupied orbital energy, eV: -8.43

Geometry as ORCA input:
```
! RIJCOSX wB97M-V def2-TZVPD def2/J DEFGRID3
* xyz 0 1
H -0.3493 2.5740 0.7900
N 0.3739 1.9222 0.4914
C -0.0130 1.0164 -0.2796
C -1.4794 0.3464 -0.5813
C -2.1979 -0.0634 0.6818
O -2.0248 0.4276 -1.6567
C 0.5725 -0.2146 -0.6901
C 1.3844 -1.1054 0.3324
C 2.3602 -0.4125 -0.4867
H -1.9908 -1.1186 0.8761
H -3.2762 0.0721 0.5632
H -1.8922 0.5068 1.5614
H 0.3814 -0.5963 -1.6843
H 1.2571 -0.7598 1.3487
H 1.2336 -2.1630 0.1639
H 2.8336 -0.9188 -1.3153
H 2.8270 0.4870 -0.1150
*
```

Want to see where the charge sits? The Löwdin charges in e are: number 1, H, carries 0.063; number 2, N, carries 0.163; number 3, C, carries -0.329; number 4, C, carries -0.397; number 5, C, carries -0.009; number 6, O, carries 0.080; number 7, C, carries -0.147; number 8, C, carries -0.152; number 9, C, carries -0.030; number 10, H, carries 0.089; number 11, H, carries 0.088; number 12, H, carries 0.081; number 13, H, carries 0.126; number 14, H, carries 0.108; number 15, H, carries 0.103; number 16, H, carries 0.082; number 17, H, carries 0.082

---

--- 3 ---
A cluster of 2 separate species, C6H9NO in total. Source: OMol25; level of theory: ωB97M-V/def2-TZVPD.

Computed properties:
E_LUMO, eV: -0.20
Highest occupied orbital energy, eV: -9.14

Geometry as ORCA input:
```
! RIJCOSX wB97M-V def2-TZVPD def2/J DEFGRID3
* xyz 0 1
C 1.5974 1.3920 0.3725
C 0.1657 0.7551 0.5962
C -0.6638 1.2002 -0.7524
C -1.9055 -0.0102 -1.0694
C -1.2962 -1.0198 -0.0727
C 0.1270 -0.7460 0.0620
H 1.9707 2.5859 -0.3897
H -0.4491 1.1204 1.4787
H -0.0323 1.3885 -1.6559
H -1.3112 2.0360 -0.7304
H -3.1539 -0.0312 -0.8563
H -1.5138 -0.3739 -2.1636
H -1.5553 -0.5948 0.8093
H -0.3930 -2.1015 1.4793
H 0.8395 -0.9182 -0.7657
N -0.3085 -2.1737 0.4904
O 2.4513 0.3347 0.5680
*
```

Want to see where the charge sits? The Löwdin charges in e are: number 1, C, carries -0.092; number 2, C, carries -0.194; number 3, C, carries -0.123; number 4, C, carries -0.085; number 5, C, carries -0.294; number 6, C, carries -0.316; number 7, H, carries 0.223; number 8, H, carries 0.156; number 9, H, carries 0.104; number 10, H, carries 0.060; number 11, H, carries 0.158; number 12, H, carries 0.129; number 13, H, carries 0.063; number 14, H, carries 0.049; number 15, H, carries 0.146; number 16, N, carries 0.126; number 17, O, carries -0.110

---

Order of stability, best first: 1, 2, 3